(1)
{
  "formula": "C36H43BrF6N2O7PTeZr",
  "method": "wB97M-V/def2-TZVPD",
  "species": ["Te", "Zr", "Br", "P", "F", "F", "F", "F", "F", "F", "O", "O", "O", "O", "O", "O", "O", "N", "N", "C", "C", "C", "C", "C", "C", "C", "C", "C", "C", "C", "C", "C", "C", "C", "C", "C", "C", "C", "C", "C", "C", "C", "C", "C", "C", "C", "C", "C", "C", "C", "C", "C", "C", "C", "C", "H", "H", "H", "H", "H", "H", "H", "H", "H", "H", "H", "H", "H", "H", "H", "H", "H", "H", "H", "H", "H", "H", "H", "H", "H", "H", "H", "H", "H", "H", "H", "H", "H", "H", "H", "H", "H", "H", "H", "H", "H", "H", "H"],
  "coordinates": [[-0.89046, -3.05071, 1.27726], [-0.13763, -0.66901, -0.58362], [2.19398, -1.10924, 1.37832], [1.01748, 1.73658, -1.30797], [-1.11878, -4.16752, -3.97331], [-0.15460, -4.13017, -2.04424], [1.66289, -2.31293, -1.79809], [2.10095, -1.25573, -3.64225], [1.86916, -3.39841, -3.68325], [-2.02116, -3.04934, -2.35170], [-0.44707, -1.01523, -2.52609], [-2.09377, -0.64581, -0.18600], [1.74734, 2.86893, -0.53715], [1.68634, 0.37211, -1.21226], [-0.33694, 1.47829, -0.61954], [0.88178, 2.14379, -2.79614], [-4.18452, 2.44298, 1.81022], [-0.56115, 0.17239, 1.73050], [-1.88827, 0.37734, 1.85528], [2.08135, 3.97991, 6.13265], [-4.10563, 0.22872, 0.84542], [-6.15690, 1.13562, 1.73771], [3.90339, 2.33134, 0.39561], [2.40026, 1.86340, 4.35479], [1.66074, 0.22394, 2.62995], [3.00665, 1.82586, 5.60991], [1.13827, -6.81975, 1.45258], [0.65747, -4.37914, 1.85700], [-0.10266, -2.07823, -3.34953], [-4.81008, 1.26700, 1.44375], [3.72351, 3.07379, -2.00049], [1.40385, -2.27022, -3.15609], [-0.36928, -8.20665, 0.20184], [-6.13033, -1.07858, 0.78651], [-1.38918, 2.25405, -3.62645], [1.66447, 2.98878, 3.98425], [0.28229, -5.72950, 1.29544], [3.21655, 4.68285, -0.14673], [-0.46511, -1.75347, -4.78817], [-1.86041, -4.73558, 0.42958], [0.53097, 3.40047, -4.76327], [2.83778, 2.87400, 6.49872], [-2.63227, 0.37232, 0.58661], [-4.78009, -0.93849, 0.50958], [1.50397, 4.04138, 4.87304], [-0.11092, 3.04531, -3.43797], [-0.90425, -5.88978, 0.59365], [3.19145, 3.23506, -0.59055], [-1.22427, -7.13219, 0.04658], [-0.85060, -3.38359, -2.92400], [0.81653, -8.04931, 0.91114], [2.59865, 0.73423, 3.42849], [0.23872, 0.54816, 2.65252], [-6.81082, -0.04109, 1.41093], [-0.31630, 4.27139, -2.56945], [-4.22994, -1.73273, 0.02292], [-1.77697, 1.88623, -2.67708], [-2.44114, 1.32015, 0.05718], [1.61041, -4.03881, 1.45629], [-0.19441, -2.54998, -5.47805], [-7.86406, -0.14254, 1.63612], [-2.14903, -7.25148, -0.50385], [-2.21533, 1.01633, 2.57203], [-0.11848, 1.10584, 3.51534], [4.95817, 2.60708, 0.43869], [-0.18359, 3.94137, -5.38426], [3.65180, 2.04533, -2.35623], [2.60861, 5.30081, -0.80656], [3.19695, 3.72280, -2.69917], [0.04953, -0.83903, -5.07734], [0.93890, 4.91493, 4.57709], [0.71404, -4.36153, 2.94372], [1.95731, 4.80088, 6.82586], [1.48964, -8.88654, 1.03601], [-1.53864, -1.58167, -4.84542], [3.30151, 2.83074, 7.47454], [0.62662, 4.78628, -2.38848], [2.84249, 4.78388, 0.87170], [1.40811, 4.03101, -4.62004], [3.60235, 0.96674, 5.89203], [-0.77024, 4.01858, -1.61008], [4.24107, 5.05524, -0.17549], [2.06537, -6.69754, 1.99880], [-2.12201, -4.54556, -0.60181], [-0.62421, -9.16553, -0.22788], [3.47532, 2.45019, 1.39152], [4.77844, 3.35111, -2.00268], [3.59290, 0.30318, 3.39675], [0.83194, 2.49668, -5.29135], [-0.98658, 4.96114, -3.08392], [-6.67502, 1.95877, 2.20939], [-2.14227, 2.90444, -4.07455], [-2.77790, -4.86932, 1.00105], [-3.50204, 2.66355, 1.16587], [3.83182, 1.28513, 0.09858], [-1.22720, 1.40259, -4.28663], [1.25139, 3.05926, 2.98480], [-6.64900, -1.98831, 0.51907]],
  "total_charge": 1,
  "de_lowest_kj_mol": 0.0,
  "e_homo_ev": -10.89,
  "e_tot_ha": -5863.5621
}

---

(2)
{
  "formula": "C5H6I2N2",
  "method": "wB97M-V/def2-TZVPD",
  "species": ["I", "I", "N", "N", "C", "C", "C", "C", "C", "H", "H", "H", "H", "H", "H"],
  "coordinates": [[-1.76347, 2.47914, 0.24518], [-3.07530, -1.28436, 0.21856], [1.57246, -1.41592, -1.12787], [0.18534, 0.19187, -0.36721], [-0.59970, 0.81908, 0.54589], [1.04806, -0.75610, -2.22058], [-0.34177, 0.51571, 1.99054], [0.99363, -0.97221, -0.08856], [0.24734, 0.27329, -1.78058], [-0.24450, -0.45894, 2.18133], [0.70667, 0.79000, 2.37907], [-1.18680, 0.88774, 2.66861], [1.30424, -1.02121, -3.27086], [1.37796, -1.09795, 0.95196], [-0.22415, 1.04987, -2.32547]],
  "total_charge": 0,
  "de_lowest_kj_mol": 100.1,
  "e_homo_ev": [-7.59, -8.25],
  "e_tot_ha": -898.9293
}

---

(3)
{
  "formula": "H32O20SV",
  "method": "wB97M-V/def2-TZVPD",
  "species": ["V", "S", "O", "O", "O", "O", "O", "O", "O", "O", "O", "O", "O", "O", "O", "O", "O", "O", "O", "O", "O", "O", "H", "H", "H", "H", "H", "H", "H", "H", "H", "H", "H", "H", "H", "H", "H", "H", "H", "H", "H", "H", "H", "H", "H", "H", "H", "H", "H", "H", "H", "H", "H", "H"],
  "coordinates": [[3.27133, -0.70535, 0.37580], [-0.04667, 0.00565, -0.05620], [-2.61067, 0.73465, -2.04520], [-1.73367, -2.08435, -2.90720], [3.32233, 0.23765, -1.55420], [-3.33267, -1.63935, 0.93980], [0.01333, 1.44365, 0.10080], [-1.41067, 3.24365, -0.82320], [-0.44067, -0.33035, -1.41220], [-1.81367, -0.18335, 3.23180], [1.35733, 2.06365, -2.20120], [1.19333, -0.58435, 0.21680], [3.11233, -2.78635, -0.10820], [0.82633, -0.45735, -3.66820], [-0.11667, -2.34435, 2.42480], [1.28933, 0.80865, 3.27280], [2.93833, -1.21335, 2.38280], [1.07533, -2.95935, -2.75520], [-1.01167, -0.47135, 0.83380], [-2.82967, 1.54865, 0.80980], [-1.22467, 2.60065, 2.68180], [1.13833, 3.26165, 1.32980], [0.70933, -2.11535, -2.77220], [-1.71567, 2.42465, 1.88480], [0.60833, 1.31365, 2.78880], [2.60833, 0.62365, -2.01520], [0.67433, 1.98065, -2.85420], [-2.34167, 2.14065, 0.24880], [0.81533, 2.12165, -1.42320], [-1.48967, 1.88765, 3.23480], [-3.31267, 0.05965, -2.00820], [-0.75967, 2.62565, -0.40820], [0.83233, 0.61765, 4.08780], [-3.45067, -2.23535, 0.22680], [0.44533, 3.65965, 1.73180], [-1.71667, 0.32565, -1.99320], [-2.32767, 0.80365, 1.03480], [-1.66067, -0.96435, 3.74480], [-0.02967, -1.65035, 1.78080], [-1.39667, -0.44635, 2.37080], [0.56533, -2.16935, 3.07780], [-1.45567, -1.35235, -2.29220], [0.64933, 2.56765, 0.88880], [0.81033, -3.20935, -3.63720], [-1.78767, 2.77765, -1.56820], [3.63833, -3.50935, -0.44920], [4.10433, 0.27465, -2.10920], [3.40933, -1.35635, 3.16080], [2.21733, -3.00935, -0.30520], [2.21333, -0.64635, 2.65180], [0.19933, -0.52635, -4.38820], [0.29233, -0.33635, -2.88220], [-1.90767, -1.67335, -3.73020], [-2.40667, -1.19335, 0.85280]],
  "total_charge": 0,
  "de_lowest_kj_mol": 12.0,
  "multiplicity": 4,
  "e_homo_ev": [-9.59, -9.59],
  "e_tot_ha": -2866.1758
}

---

(4)
{
  "formula": "C12H24ClIN2O7P3",
  "method": "wB97M-V/def2-TZVPD",
  "species": ["I", "Cl", "P", "P", "P", "O", "O", "O", "O", "O", "O", "O", "N", "N", "C", "C", "C", "C", "C", "C", "C", "C", "C", "C", "C", "C", "H", "H", "H", "H", "H", "H", "H", "H", "H", "H", "H", "H", "H", "H", "H", "H", "H", "H", "H", "H", "H", "H", "H", "H"],
  "coordinates": [[4.75155, -3.03377, -2.38279], [-1.35272, -3.05738, -2.88009], [2.27228, -0.29494, 2.65516], [0.73752, -1.02306, 1.25427], [3.60272, -0.96338, -1.71768], [3.51662, -1.40980, 2.79264], [-2.50001, -0.56633, 3.29564], [-2.72398, 0.35582, 1.24505], [-4.02790, 1.03729, 2.95801], [1.47069, -0.11898, 4.14390], [3.54769, 0.06062, -3.05764], [2.80618, 1.07267, 2.29521], [-0.95410, -0.74554, -1.62017], [1.89075, -1.48614, -1.29152], [-2.26103, -0.18730, -2.02918], [-0.00312, 0.31505, -1.15526], [-4.27753, 0.50533, 4.25826], [2.26860, 2.96629, -1.15059], [-0.33433, -1.51935, -2.70603], [1.16270, -1.97798, -2.50401], [-3.48234, -0.66979, -1.49516], [-3.05571, 0.28501, 2.39387], [0.71009, 2.77589, -1.43454], [0.37183, 1.41981, -2.22263], [1.23998, -0.41801, -0.48423], [-2.98980, -0.19597, 4.58389], [2.91058, 2.11454, -1.49410], [0.33243, 3.65120, -2.04220], [2.03121, -2.30143, -0.66398], [2.57591, 3.90165, -1.71030], [-0.47471, 1.68789, -2.91762], [1.16187, -3.10757, -2.45824], [2.02534, 0.38330, -0.28004], [-2.37463, 0.62871, -2.79998], [1.72524, -1.73866, -3.45580], [-0.40449, -1.02501, -3.72371], [3.20747, -2.30062, 2.54371], [-3.13830, -1.07425, 5.21117], [2.48188, 3.20741, -0.06624], [3.66865, -0.48103, -3.86647], [-2.26138, 0.46325, 5.06316], [1.23713, -1.01795, 4.45180], [-5.12631, -0.18090, 4.20241], [-3.61628, -1.78205, -1.53475], [1.26678, 1.18609, -2.85919], [-4.26363, 0.02225, -1.10352], [0.19058, 2.84102, -0.43990], [-4.51145, 1.30015, 4.96530], [-0.49424, -0.36041, 1.55066], [-0.53631, 0.85637, -0.31656]],
  "total_charge": 1,
  "e_homo_ev": -11.20,
  "e_tot_ha": -2889.5128
}